Entry 1:
Entry from OMol25: a cluster of 13 separate species, C18H62O13 in total at a distorted geometry (the ωB97M-V functional and the def2-TZVPD basis).

Values from the calculation:
Energy above the lowest of the compared OMol25 structures with the same formula, charge and spin, kcal per mole: 133.68
Total energy, eV: -46284.0898
Highest occupied orbital energy, eV: -9.25
LUMO level, Eh: -0.0002
Max |F|, eV/A: 2.58

ORCA input file:
```
! RIJCOSX wB97M-V def2-TZVPD def2/J DEFGRID3
* xyz 0 1
C -3.282 0.637 -3.463
O -1.951 0.989 -3.710
H -3.893 1.534 -3.565
H -3.640 -0.111 -4.170
H -3.473 0.341 -2.431
H -1.852 1.903 -3.436
C -1.573 -2.381 -4.154
O -0.739 -1.448 -3.438
H -2.413 -2.526 -3.475
H -2.074 -1.935 -5.013
H -1.010 -3.279 -4.410
H -1.158 -0.602 -3.611
C 4.184 -0.995 -1.172
O 4.472 -2.002 -2.106
H 4.970 -0.242 -1.119
H 3.196 -0.553 -1.305
H 4.197 -1.448 -0.181
H 4.361 -1.679 -3.003
C 1.160 4.628 -1.290
O 1.200 4.000 -2.560
H 0.624 5.573 -1.381
H 0.616 3.981 -0.601
H 2.152 4.853 -0.898
H 2.086 3.663 -2.708
C -4.246 2.758 -0.731
O -2.838 2.567 -0.817
H -4.705 2.478 0.218
H -4.625 3.733 -1.035
H -4.615 2.062 -1.484
H -2.466 3.212 -1.423
C -0.559 0.305 -0.434
O 0.437 -0.643 -0.827
H -0.274 1.312 -0.738
H -1.536 0.080 -0.862
H -0.681 0.323 0.649
H 0.192 -0.972 -1.695
C 1.892 -4.006 -0.993
O 1.875 -4.903 0.053
H 2.944 -3.932 -1.267
H 1.260 -4.255 -1.845
H 1.642 -3.006 -0.641
H 0.995 -4.876 0.435
C -2.124 3.684 2.176
O -2.125 2.369 1.737
H -3.070 4.201 2.015
H -2.022 3.646 3.261
H -1.320 4.314 1.795
H -2.232 2.378 0.783
C -1.656 -3.679 -0.234
C -1.657 -4.037 1.254
O -0.419 -4.624 1.549
H -0.763 -3.110 -0.495
H -2.547 -3.119 -0.517
H -1.561 -4.581 -0.839
H -2.502 -4.662 1.545
H -1.875 -3.141 1.836
H -0.409 -4.652 2.508
C -2.780 -1.403 4.664
C -2.183 -0.297 3.783
O -2.949 0.868 3.902
H -2.616 -1.116 5.702
H -2.192 -2.301 4.473
H -3.836 -1.629 4.519
H -2.361 -0.602 2.752
H -1.137 -0.083 4.003
H -2.789 1.408 3.124
C 2.443 -2.721 2.958
C 1.392 -1.628 2.651
O 1.891 -0.705 1.695
H 3.215 -2.245 3.562
H 2.851 -3.230 2.085
H 1.992 -3.527 3.537
H 1.021 -1.158 3.562
H 0.483 -2.006 2.185
H 1.562 -0.895 0.813
C 2.149 1.145 -3.650
C 3.615 1.607 -3.602
O 3.693 2.958 -3.390
H 1.643 1.132 -2.684
H 2.138 0.150 -4.094
H 1.587 1.790 -4.326
H 4.143 1.387 -4.530
H 4.149 1.164 -2.762
H 4.483 3.262 -3.842
C 0.651 2.296 3.583
C 2.131 2.116 3.659
O 2.696 1.775 2.455
H 0.222 2.387 4.581
H 0.226 1.406 3.119
H 0.502 3.248 3.073
H 2.431 1.403 4.427
H 2.615 3.013 4.045
H 2.349 0.907 2.236
*
```

Entry 2:
Entry from OMol25: a cluster of 21 separate species, C18H74N2O21 in total at a distorted geometry (the ωB97M-V functional and the def2-TZVPD basis).

Values from the calculation:
Energy above the lowest of the compared OMol25 structures with the same formula, charge and spin, kcal per mole: 150.81
Total energy, eV: -65837.4549
Highest occupied orbital energy, eV: -0.70
LUMO level, Eh: 0.0914
Max |F|, eV/A: 2.88

ORCA input file:
```
! RIJCOSX wB97M-V def2-TZVPD def2/J DEFGRID3
* xyz -2 1
C 2.930 1.070 -1.989
C 1.452 1.155 -1.548
C 1.374 1.312 0.030
C 1.828 2.609 0.557
C 1.089 3.741 -0.186
C 1.008 3.731 -1.786
N 0.670 2.336 -2.186
O 0.315 2.149 -3.604
C 2.265 4.343 -2.419
C -0.186 4.730 -1.985
C 0.798 -0.233 -1.847
H 3.421 2.039 -1.893
H 2.844 0.907 -3.063
H 3.536 0.239 -1.630
H 2.121 0.657 0.479
H 0.327 1.145 0.285
H 2.912 2.690 0.638
H 1.576 2.784 1.603
H 1.497 4.685 0.175
H 0.066 3.728 0.189
H 2.502 3.922 -3.396
H 3.138 4.255 -1.772
H 2.078 5.386 -2.671
H 0.090 5.660 -1.489
H -1.100 4.422 -1.479
H -0.316 4.861 -3.060
H -0.176 -0.384 -1.382
H 1.462 -1.033 -1.520
H 0.740 -0.403 -2.922
C -4.046 -11.178 5.444
C -3.751 -10.872 3.923
C -4.875 -9.807 3.572
C -4.522 -8.430 4.201
C -3.017 -8.075 3.928
C -1.924 -9.077 4.285
N -2.373 -10.390 3.671
O -1.282 -11.425 3.714
C -1.795 -9.039 5.837
C -0.583 -8.538 3.483
C -4.134 -12.067 3.020
H -3.147 -11.439 6.003
H -4.739 -12.006 5.595
H -4.364 -10.341 6.066
H -5.888 -10.136 3.807
H -5.023 -9.744 2.494
H -4.705 -8.294 5.267
H -5.208 -7.700 3.771
H -2.753 -7.106 4.351
H -3.116 -8.119 2.843
H -2.711 -9.263 6.384
H -1.370 -8.117 6.233
H -1.082 -9.784 6.190
H 0.210 -9.130 3.940
H -0.470 -7.480 3.720
H -0.520 -8.707 2.408
H -3.709 -11.947 2.023
H -5.179 -12.306 2.825
H -3.573 -12.923 3.395
O 0.463 0.612 8.475
H -0.411 0.908 8.729
H 1.059 1.198 8.942
O -1.641 12.538 0.528
H -1.321 13.048 1.272
H -0.852 12.305 0.039
O -3.523 -0.639 6.149
H -2.571 -0.568 6.219
H -3.666 -1.252 5.428
O -2.728 -2.012 -7.178
H -2.468 -1.210 -6.726
H -1.927 -2.534 -7.221
O 0.433 5.649 -8.447
H 0.386 5.007 -7.738
H 0.095 5.185 -9.213
O -4.944 3.614 -4.343
H -4.681 4.461 -3.982
H -4.120 3.182 -4.566
O 2.494 0.309 -8.876
H 2.736 -0.607 -8.735
H 1.927 0.524 -8.136
O -3.381 6.711 6.519
H -3.407 6.396 5.615
H -4.113 6.267 6.948
O 1.671 -4.712 -8.219
H 1.097 -5.314 -8.693
H 2.314 -5.279 -7.792
O -0.166 11.041 -6.447
H 0.118 10.213 -6.833
H 0.316 11.100 -5.622
O 4.505 8.854 -8.575
H 3.809 8.208 -8.455
H 5.315 8.362 -8.440
O 8.281 0.864 3.675
H 8.515 0.062 4.141
H 8.045 0.570 2.795
O 2.482 12.388 -2.069
H 2.991 12.481 -2.875
H 3.111 12.066 -1.424
O 1.388 9.274 5.590
H 0.591 8.852 5.912
H 1.139 10.189 5.462
O -4.734 0.869 -0.484
H -5.083 1.180 -1.319
H -3.802 1.086 -0.518
O 7.488 -5.396 -5.991
H 6.700 -5.937 -6.049
H 7.592 -5.224 -5.055
O 6.021 10.466 1.107
H 6.001 9.737 1.728
H 6.925 10.491 0.795
O -4.703 -4.884 -3.768
H -3.904 -5.385 -3.603
H -4.484 -4.320 -4.510
O 5.689 6.812 4.411
H 4.863 7.237 4.639
H 5.455 5.895 4.264
*
```

> Number 1 is which compound?

C18H62O13

> Look up the highest occupied orbital energy of the second one.

-0.70 eV